[1]
{"formula": "C5H9NO", "method": "ωB97M-V with the def2-TZVPD basis set", "symbols": ["O", "N", "C", "C", "C", "C", "C", "H", "H", "H", "H", "H", "H", "H", "H", "H"], "xyz": [[-0.7465, 1.8314, 0.0485], [2.3845, 0.2148, 2.2317], [-0.3661, -1.5334, 0.8110], [0.3005, -0.1693, 0.7328], [-0.3907, 0.0682, -1.7339], [1.4600, 0.0250, 1.5515], [0.3079, 0.5910, -0.5122], [1.2052, 1.1757, -0.7208], [0.1819, -0.7824, -2.1207], [-0.4592, 0.8302, -2.5135], [-0.4073, -1.8644, 1.8526], [-0.6181, 1.0764, 0.9032], [-1.3975, -0.2812, -1.4929], [0.1732, -2.3052, 0.2441], [-0.2309, 2.6266, 0.2772], [-1.3970, -1.5036, 0.4414]], "forces_ev_per_angstrom": [[0.0252, 0.2687, 0.2197], [-0.8182, -0.1615, -0.6163], [-0.0488, -0.0946, 0.0019], [0.1349, -0.1024, -0.1125], [-0.0181, -0.0041, 0.0118], [0.7069, 0.1331, 0.5462], [0.0941, -0.1577, -0.0028], [-0.1310, -0.0997, 0.0502], [-0.0659, 0.0926, 0.0471], [0.0259, -0.1026, 0.1228], [0.0026, 0.0630, -0.1581], [-0.0191, 0.1600, -0.1431], [0.1495, 0.0426, -0.0298], [-0.0695, 0.1022, 0.0709], [-0.1408, -0.1378, -0.0747], [0.1722, -0.0017, 0.0666]], "nbo_charge": [-0.7998, -0.3898, -0.5993, -0.5243, -0.6510, 0.2818, 0.1453, 0.2151, 0.2360, 0.2294, 0.2313, 0.4916, 0.2299, 0.1994, 0.4977, 0.2068], "homo_ev": -8.298, "homo_lumo_gap_ev": 8.81}



[2]
{"formula": "C5H11NO", "method": "ωB97M-V with the def2-TZVPD basis set", "symbols": ["O", "N", "C", "C", "C", "C", "C", "H", "H", "H", "H", "H", "H", "H", "H", "H", "H", "H"], "xyz": [[0.5476, -2.4956, -1.4794], [-0.3135, -0.6669, -0.3766], [0.2168, -1.8939, -0.4730], [0.8121, 1.5244, -0.0481], [0.1190, 0.0416, 1.9489], [-0.2325, 0.4365, 0.5312], [-0.8681, -0.2516, -1.7141], [0.1881, 0.8690, 2.6793], [-0.8474, -0.3382, 2.3185], [0.5257, 2.4845, 0.3749], [1.7587, 1.0954, 0.3174], [-1.5932, -0.9726, -2.0661], [0.9502, 1.5644, -1.1222], [-1.4236, 0.6763, -1.5513], [-0.1085, -0.0926, -2.4633], [-1.1385, 1.0611, 0.5282], [0.5710, -2.2897, 0.4964], [0.8360, -0.7520, 2.0995]], "forces_ev_per_angstrom": [[-1.1737, 0.2363, -0.2819], [-2.1546, 0.3565, -3.5286], [2.6702, -0.3638, 1.9479], [0.1785, -2.0790, 1.1860], [-2.4200, 0.0776, 1.0357], [1.8873, 2.2073, -0.3846], [-0.4101, 0.5317, 1.1088], [0.8490, -0.0342, -0.8194], [0.2599, -0.6509, 0.0542], [0.5070, 0.0894, -0.0018], [0.1002, 0.9204, 0.0846], [0.1125, -0.3788, -0.0733], [-0.6163, 0.0577, -0.1912], [0.1911, -0.0359, -0.1076], [0.2892, -0.0711, -0.1391], [-0.3886, -1.0281, 0.1170], [-0.3784, -0.0518, 0.1368], [0.4968, 0.2168, -0.1436]], "nbo_charge": [-0.6117, -0.4487, 0.5319, -0.6231, -0.6446, -0.0102, -0.4127, 0.2316, 0.2196, 0.2089, 0.2059, 0.2165, 0.2160, 0.1926, 0.2100, 0.1919, 0.1032, 0.2231], "smiles": "CC(C)N(C)C=O", "homo_ev": -9.255, "homo_lumo_gap_ev": 10.12}



[3]
{"formula": "C4H9ClN3O2", "method": "ωB97M-V with the def2-TZVPD basis set", "symbols": ["Cl", "O", "O", "N", "N", "N", "C", "C", "C", "C", "H", "H", "H", "H", "H", "H", "H", "H", "H"], "xyz": [[-2.8380, 0.7396, 0.8813], [-1.2061, -3.0985, -0.5350], [0.5001, -2.2107, 1.4408], [-0.5735, 1.0805, -0.6925], [-0.2735, -1.2894, 0.7034], [-1.8390, -0.9278, -1.0050], [1.6559, 1.4152, 0.3407], [-1.0540, -1.7684, -0.2104], [0.1808, 1.1177, 0.3735], [-1.9493, 0.5202, -0.6504], [1.0874, -1.5909, 1.9597], [2.0556, 0.5169, -0.2148], [1.9851, 1.6558, 1.3353], [0.0065, 1.0304, -1.5002], [-0.1452, 1.2029, 1.4195], [-2.3729, 0.8589, -1.5779], [-2.7181, -1.4080, -1.0863], [-1.0617, -3.5944, 0.2882], [1.9042, 2.3461, -0.3397]], "forces_ev_per_angstrom": [[0.5809, 0.5563, -0.9403], [-0.1302, 1.7895, 0.7862], [0.3496, 1.0722, -0.0276], [0.2728, -0.2993, 3.1642], [-0.4236, 0.1963, -0.5259], [1.1029, 0.4121, 1.2067], [-0.5454, 0.5166, -3.1080], [1.1223, -1.1485, 0.8584], [0.5561, 1.5394, 0.9306], [0.7853, -2.5023, -1.2591], [-0.9270, -1.2512, -0.6858], [0.4797, 0.8798, 1.0514], [0.5551, -0.4890, 0.1872], [-0.3952, -0.0987, -1.4751], [-1.1192, -0.5142, -0.9259], [-1.1676, 1.0241, 0.3605], [-0.6736, 0.2826, -0.5580], [0.2414, -0.1918, -0.2259], [-0.6644, -1.7738, 1.1864]], "nbo_charge": [0.0492, -0.6501, -0.5449, -0.5053, -0.3063, -0.6181, -0.7272, 0.6476, 0.3706, 0.0942, 0.4885, 0.2774, 0.2643, 0.4331, 0.2522, 0.2494, 0.4252, 0.5151, 0.2852], "total_charge": 1, "smiles": "C/C=[NH+]/[C@H](Cl)N/C(O)=N/O", "homo_ev": -13.184, "homo_lumo_gap_ev": 8.66}



[4]
{"formula": "C6H10S", "method": "ωB97M-V with the def2-TZVPD basis set", "symbols": ["S", "C", "C", "C", "C", "C", "C", "H", "H", "H", "H", "H", "H", "H", "H", "H", "H"], "xyz": [[1.6104, -1.2687, 1.4295], [1.1016, -0.0369, 0.2496], [-1.8252, -0.5707, 0.2533], [-1.3828, 0.7927, 0.5506], [1.0463, -0.6409, -1.3954], [1.2039, 1.5445, 0.3396], [-0.1081, 0.8717, 0.4234], [1.5313, 2.1089, -0.6454], [-1.3453, -1.0909, -0.6528], [1.3122, 2.0847, 1.2794], [0.3527, -1.4604, -1.3290], [-2.9017, -0.4363, 0.0244], [-1.7394, -1.2561, 1.0746], [-2.0533, 1.6292, 0.5608], [0.7510, 0.3251, -1.9255], [2.0676, -0.9175, -1.7073], [0.3789, -1.6783, 1.4702]], "forces_ev_per_angstrom": [[0.7572, 0.8834, 0.0062], [-1.2631, 0.9113, -3.1511], [-2.4365, -1.3823, -1.5026], [0.0297, -0.1827, -0.7825], [1.2911, 3.4267, 2.8612], [-0.4302, 0.2984, -1.4670], [4.1763, 0.1478, -0.4534], [-0.7445, -1.1674, 2.2101], [-0.7408, 1.1631, 1.3953], [1.1204, -0.2709, -0.1198], [-0.0900, -0.0936, -0.5991], [0.2937, -0.8761, 0.0256], [-0.1088, -0.3748, 0.5828], [-0.2156, 0.2593, 0.1981], [-0.0875, -1.7958, 0.1670], [-0.5737, -0.1146, 0.1995], [-0.9777, -0.8320, 0.4295]], "nbo_charge": [0.0315, -0.2272, -0.6286, -0.2275, -0.5905, -0.4524, 0.0253, 0.2283, 0.2101, 0.2444, 0.2082, 0.2152, 0.2089, 0.2135, 0.2106, 0.2167, 0.1134], "smiles": "C/C=C1/C[C@@]1(C)S", "homo_ev": -8.817, "homo_lumo_gap_ev": 9.69}



[5]
{"formula": "C54H63MgN5O4SSbSi2", "method": "ωB97M-V with the def2-TZVPD basis set", "symbols": ["Sb", "S", "Si", "Si", "Mg", "O", "O", "O", "O", "N", "N", "N", "N", "N", "C", "C", "C", "C", "C", "C", "C", "C", "C", "C", "C", "C", "C", "C", "C", "C", "C", "C", "C", "C", "C", "C", "C", "C", "C", "C", "C", "C", "C", "C", "C", "C", "C", "C", "C", "C", "C", "C", "C", "C", "C", "C", "C", "C", "C", "C", "C", "C", "C", "C", "C", "C", "C", "C", "H", "H", "H", "H", "H", "H", "H", "H", "H", "H", "H", "H", "H", "H", "H", "H", "H", "H", "H", "H", "H", "H", "H", "H", "H", "H", "H", "H", "H", "H", "H", "H", "H", "H", "H", "H", "H", "H", "H", "H", "H", "H", "H", "H", "H", "H", "H", "H", "H", "H", "H", "H", "H", "H", "H", "H", "H", "H", "H", "H", "H", "H", "H"], "xyz": [[-0.2184, -3.5034, -0.2997], [5.2440, 1.1783, -0.1984], [-3.7929, 0.4692, -1.0276], [-4.0040, 1.1814, 2.0170], [0.4972, 1.1414, -0.4042], [2.7673, 2.2891, -3.2860], [2.8694, 2.4262, 2.2925], [-0.5290, -0.6176, -2.2479], [1.0690, 2.3786, 0.9674], [-1.2468, 2.4369, -0.7064], [1.0463, 1.0072, -2.4031], [1.6309, 0.7500, -4.5677], [2.8269, 0.3837, -0.2148], [-0.3035, -0.0006, 1.2015], [0.7441, -6.9313, 0.1066], [1.1452, -2.9249, -6.6547], [-0.7335, -2.1717, -4.7607], [-3.4118, -5.3166, 3.0403], [0.2066, 0.0941, -2.9231], [-5.6936, 0.4778, -0.9764], [1.3750, -4.5407, 0.7760], [0.3471, 0.0750, -4.4667], [-0.7526, 0.9651, -5.0935], [1.9039, 1.4415, -3.3915], [-3.4041, -1.3739, -1.1157], [0.7417, -6.3385, -4.2392], [-2.1682, -4.7922, 3.3570], [-1.8093, 3.1364, -5.2314], [2.1896, -3.7116, 1.5443], [-1.7580, 4.8771, 0.5358], [0.0698, -3.7545, -6.3834], [1.6032, -5.9239, 0.8221], [-2.9788, -4.9287, 0.6833], [2.6645, -6.4022, 1.5893], [-3.1542, 1.4143, 0.4118], [-1.3321, -4.3621, 2.3407], [-1.5518, 0.5377, -6.1467], [3.2349, -4.1970, 2.3176], [-1.7039, -4.4483, 0.9955], [4.9449, -0.4787, 0.1091], [3.6121, -0.7093, 0.0602], [0.4985, -0.1461, 2.4313], [3.5706, 1.4405, -0.3697], [0.0742, -4.7257, -2.0576], [-0.4754, -6.5090, -3.6020], [-0.6073, 3.5725, -1.0571], [2.2370, -3.4099, -2.3589], [1.5968, -5.3324, -3.8194], [-3.8077, -5.3685, 1.7169], [-0.8021, -5.6984, -2.5234], [1.7252, 2.0770, 2.0284], [-3.5327, -4.9683, -0.7168], [-2.4742, 3.7674, 0.8702], [-2.6038, 2.7001, -6.2834], [-2.4700, 1.3992, -6.7364], [-2.9530, 1.8044, 3.4752], [-3.3612, 1.2198, -2.6968], [3.4807, -5.5589, 2.3280], [1.2736, -1.7098, -5.9921], [-0.8213, 4.8057, -0.5046], [-2.2894, 2.5212, 0.1927], [-0.8930, 2.2795, -4.6499], [1.2781, -4.5062, -2.7458], [-0.8587, -3.3827, -5.4196], [0.9528, 1.1937, 3.0147], [-4.2797, -0.6638, 2.3526], [0.3224, -1.3120, -5.0633], [-5.6980, 1.9895, 2.2699], [-3.5524, 2.4121, 4.1573], [-1.4723, -0.4746, -6.5176], [1.5941, 1.0027, 3.8754], [-1.8513, -4.7094, 4.3888], [-3.2521, 3.8295, 1.6201], [-5.1432, -1.0563, 1.8113], [-1.9092, 4.1442, -4.8501], [5.7383, -1.1781, 0.3044], [-1.9324, 5.8144, 1.0522], [0.8112, -7.8986, 0.6052], [1.8889, -3.2183, -7.3851], [1.0178, -6.9707, -5.0739], [3.1803, 2.4250, -0.5693], [1.9934, -2.6468, 1.5546], [-6.4278, 1.6542, 1.5327], [-1.7400, -5.8676, -2.0182], [-0.7201, -0.8896, 0.9386], [3.1536, -1.6761, 0.1828], [-2.3733, 1.6745, -2.6809], [2.1154, -1.0651, -6.2072], [-4.0764, -5.6641, 3.8208], [-4.7953, -5.7411, 1.4679], [2.9995, -3.2774, -3.1258], [1.8895, 1.2082, -5.4276], [-1.1679, -7.2731, -3.9334], [-5.6280, 3.0777, 2.1926], [-0.0751, -0.6843, 3.1948], [-0.0392, -4.6947, -6.9088], [-3.3205, 3.3690, -6.7418], [1.7212, -2.4530, -2.2380], [-3.4974, -5.9811, -1.1255], [3.8395, -3.5176, 2.9052], [-1.1152, 0.6023, 1.3793], [-4.4539, -0.8409, 3.4171], [-0.2539, 5.6651, -0.8305], [-3.3680, 0.4585, -3.4813], [1.3819, -0.7460, 2.2000], [-6.0796, -0.0671, -0.1123], [-2.9945, -4.2979, -1.3838], [4.2883, -5.9685, 2.9215], [-4.5767, -4.6542, -0.7169], [-1.4599, -1.8730, -4.0166], [2.5315, -5.1691, -4.3435], [-0.3668, -3.9505, 2.6110], [-1.6834, -4.0403, -5.1781], [-2.1178, 2.4217, 3.1458], [-6.1033, 0.0031, -1.8729], [-6.0826, 1.7485, 3.2657], [-3.4118, -1.2571, 2.0541], [2.8412, -7.4718, 1.6190], [-3.8696, -1.8017, -2.0088], [-0.3014, -6.6253, 0.0965], [-4.0834, 1.9944, -2.9666], [1.0609, -7.0604, -0.9302], [-3.7878, -1.9039, -0.2423], [-3.0812, 1.0418, -7.5554], [-6.0784, 1.4983, -0.9234], [-2.3285, -1.5290, -1.1881], [0.0764, 1.7488, 3.3494], [-2.5473, 0.9677, 4.0496], [-0.2937, 2.6404, -3.8245], [2.7409, -3.6397, -1.4168], [0.1576, 3.4582, -1.8217]], "forces_ev_per_angstrom": [[0.1705, -0.4567, 0.3134], [-0.0057, -0.0097, -0.0013], [-0.1385, -0.0367, -0.0441], [0.0540, -0.0165, 0.0704], [-0.0284, -0.1529, -0.0055], [0.0652, 0.0481, 0.0199], [0.1207, 0.0754, 0.0844], [-0.0989, 0.1348, -0.0152], [0.3573, 0.2884, 0.0720], [-0.0136, 0.3331, 0.0441], [-0.1112, -0.0445, -0.2139], [0.1078, -0.1773, -0.1589], [0.0511, -0.0174, 0.1237], [-0.2531, -0.1015, 0.0733], [0.0062, 0.0199, -0.0069], [0.0123, -0.0025, 0.0111], [-0.0167, -0.0167, -0.0263], [-0.0025, -0.0077, 0.0026], [0.2205, -0.0415, 0.0238], [0.0197, -0.0109, 0.0380], [-0.1006, 0.1428, 0.0437], [-0.1901, 0.1669, -0.0313], [0.0824, 0.0278, -0.0907], [-0.0764, 0.1178, 0.0519], [0.0911, -0.0497, 0.0721], [0.0059, -0.0096, -0.0006], [0.0048, 0.0075, 0.0046], [0.0028, 0.0055, -0.0432], [0.0181, 0.0571, -0.0081], [0.0130, 0.0664, -0.0119], [-0.0075, 0.0060, -0.0128], [0.0237, -0.0645, -0.0025], [-0.0323, 0.0881, -0.0177], [0.0030, 0.0022, 0.0198], [0.1207, -0.1244, 0.0405], [-0.0251, -0.0583, -0.0006], [-0.0410, -0.0367, 0.0121], [0.0157, -0.0065, -0.0038], [-0.0432, 0.0397, -0.1939], [0.0391, 0.0591, 0.0085], [-0.0829, -0.1143, -0.1427], [0.0392, 0.0614, 0.0117], [0.0219, 0.0700, 0.0027], [-0.1543, 0.1775, -0.0862], [-0.0099, 0.0107, -0.0070], [-0.1143, 0.0118, -0.1019], [-0.0274, -0.0047, -0.0094], [0.0295, -0.0187, 0.0111], [0.0083, -0.0176, -0.0049], [0.0518, -0.1137, 0.0668], [-0.1387, -0.0958, 0.0239], [-0.0612, 0.0472, 0.0803], [-0.0132, -0.0345, 0.0320], [0.0260, -0.0081, 0.0262], [-0.0092, -0.0007, 0.0023], [0.0439, -0.0154, -0.0424], [0.0634, 0.0359, 0.0920], [-0.0141, 0.0097, -0.0097], [-0.0044, -0.0020, -0.0153], [0.0123, 0.0380, -0.0524], [-0.0538, -0.0601, -0.0684], [0.0648, 0.0224, -0.0265], [0.0170, 0.0355, -0.0262], [0.0158, -0.0131, 0.0043], [0.0488, -0.0681, -0.0484], [-0.0439, 0.0068, -0.0649], [0.0534, -0.0859, 0.1089], [0.0030, 0.0354, -0.0159], [-0.0158, -0.0111, 0.0392], [0.0231, 0.0015, -0.0109], [-0.0668, -0.0156, 0.0279], [0.0059, -0.0043, 0.0053], [-0.0130, 0.0177, -0.0041], [-0.0129, -0.0312, -0.0424], [-0.0044, 0.0164, 0.0086], [0.0043, -0.0513, -0.0033], [-0.0256, 0.0028, -0.0032], [0.0026, -0.0168, -0.0052], [0.0031, 0.0002, -0.0198], [0.0016, 0.0015, -0.0183], [-0.0381, 0.0151, -0.0013], [-0.0190, 0.0278, 0.0199], [-0.0158, -0.0196, -0.0251], [0.1006, -0.0299, -0.0272], [0.0796, -0.0450, -0.0037], [-0.0257, -0.0316, 0.0196], [-0.0952, -0.0669, 0.0175], [0.0009, 0.0110, 0.0016], [-0.0181, 0.0144, 0.0091], [-0.0088, -0.0072, -0.0041], [0.0022, 0.0087, -0.0044], [-0.0540, 0.1034, 0.0619], [-0.0063, -0.0096, 0.0022], [0.0037, 0.0193, 0.0054], [0.0549, -0.0111, 0.0084], [0.0147, -0.0272, 0.0179], [-0.0204, 0.0050, 0.0049], [0.0001, 0.0034, -0.0005], [-0.0433, 0.0153, 0.0003], [0.0033, 0.0117, -0.0054], [-0.0507, -0.0448, -0.0331], [-0.0312, 0.0362, 0.0305], [0.0298, -0.0077, 0.0034], [-0.0441, -0.0113, -0.0245], [-0.0138, -0.0036, -0.0556], [-0.0386, -0.0231, 0.0278], [0.0109, 0.0370, -0.0520], [0.0128, -0.0047, -0.0036], [-0.0061, 0.0224, 0.0017], [-0.0215, 0.0219, -0.0172], [0.0056, 0.0084, -0.0090], [0.0426, -0.0225, -0.0002], [-0.0104, -0.0191, 0.0088], [0.0657, 0.0306, -0.0096], [0.0190, -0.0101, -0.0263], [-0.0133, 0.0068, 0.0134], [0.0477, -0.0104, 0.0273], [-0.0053, -0.0090, 0.0048], [-0.0277, -0.0359, -0.0312], [-0.0033, -0.0080, 0.0108], [-0.0141, 0.0287, -0.0042], [-0.0178, 0.0085, -0.0096], [-0.0211, -0.0492, 0.0608], [-0.0108, -0.0020, -0.0107], [-0.0107, 0.0313, -0.0223], [0.0552, -0.0299, -0.0202], [-0.0795, 0.0656, 0.0333], [0.0132, -0.0282, 0.0047], [0.0032, -0.0079, -0.0153], [0.0201, 0.0007, 0.0133], [0.0839, -0.0219, 0.0529]], "lowdin_charge": [1.6113, 1.0418, 0.4563, 0.4368, 0.6253, 0.0514, 0.0188, -0.0110, -0.1139, 0.0181, 0.1031, 0.1483, -0.0235, 0.0127, -0.0463, -0.0862, -0.0298, -0.0910, -0.4338, -0.1972, -0.3300, -0.2529, -0.1150, -0.5630, -0.1921, -0.1013, -0.0908, -0.0719, -0.1735, -0.0804, -0.1059, -0.2761, -0.2995, -0.0574, -0.3212, -0.1427, -0.0224, -0.0877, -0.3152, -0.3935, -0.2290, -0.2219, -0.4811, -0.3294, -0.0972, -0.1837, -0.0687, -0.0617, -0.0602, -0.1416, -0.6529, -0.0765, -0.0542, -0.0927, -0.0815, -0.1781, -0.1604, -0.0906, -0.0263, -0.0901, -0.3767, -0.0364, -0.3064, -0.0762, -0.0867, -0.1865, -0.1652, -0.1906, 0.0247, 0.1084, 0.1138, 0.1000, 0.0884, 0.0165, 0.1076, 0.0596, 0.0998, 0.0778, 0.0975, 0.1005, 0.0900, 0.0489, 0.0051, 0.0583, 0.0244, 0.0731, -0.0060, 0.1057, 0.0980, 0.1092, 0.0839, 0.1498, 0.0998, 0.0197, 0.1122, 0.0991, 0.0971, 0.0538, 0.0769, 0.1031, 0.0579, 0.0239, 0.0916, 0.0343, 0.0884, 0.0055, 0.0478, 0.0976, 0.0854, 0.1178, 0.1109, 0.0826, 0.1043, 0.0045, 0.0229, 0.0214, 0.0122, 0.1056, 0.0338, 0.0599, 0.0379, 0.0805, 0.0117, 0.0982, 0.0248, -0.0399, 0.1003, 0.0219, 0.1001, 0.0668, 0.0969], "total_charge": -1, "homo_ev": -3.842, "homo_lumo_gap_ev": 6.07}



Quick rundown of energy above the lowest of the compared OMol25 structures with the same formula, charge and spin, same order as above: 353.6, 158.4, 38.1, 377.0, 35.8 kJ/mol